No. 1
97
Properties=species:S:1:pos:R:3 method="wB97M-V/def2-TZVPD" total_charge=-1 mol_weight_g_mol=623.64 multiplicity=1 orbital_gap_ev=5.678
C 0.39 -2.90 -0.44
C 0.92 -1.60 -1.17
C 2.47 -1.58 -0.87
C 0.33 -0.28 -0.57
B -1.17 0.19 -1.09
O -1.82 0.86 0.07
C -2.69 -0.11 0.63
C -3.07 -1.04 -0.61
C -4.55 -0.77 -0.96
C -5.53 -1.95 -0.61
N -4.94 -3.31 -0.66
O -2.09 -0.82 -1.62
H -0.51 -3.30 -0.94
H 1.16 -3.68 -0.46
H 0.14 -2.69 0.62
H 0.71 -1.67 -2.25
H 3.09 -1.59 -1.78
H 2.78 -2.40 -0.19
H 2.73 -0.64 -0.34
H 1.03 0.53 -0.88
H 0.32 -0.36 0.54
H -1.02 1.09 -1.93
H -3.47 0.49 1.13
H -2.22 -0.69 1.47
H -2.78 -2.05 -0.24
H -4.70 -0.51 -2.02
H -4.92 0.10 -0.40
H -6.40 -1.96 -1.30
H -5.96 -1.82 0.40
H -4.34 -3.31 -1.48
H -4.38 -3.38 0.18
C 0.74 2.70 -4.62
C 1.50 1.57 -4.07
N 2.08 0.69 -3.65
H 0.55 3.43 -3.84
H 1.30 3.17 -5.42
H -0.21 2.35 -5.01
C 0.31 -1.21 3.75
C -0.71 -2.19 3.38
N -1.51 -2.95 3.09
H 1.30 -1.57 3.45
H 0.12 -0.27 3.25
H 0.30 -1.05 4.83
C 0.02 3.22 3.39
C 0.78 2.11 3.97
N 1.37 1.24 4.41
H -0.20 3.96 4.17
H 0.58 3.70 2.60
H -0.93 2.85 2.99
C -2.88 -4.02 6.44
C -2.18 -3.45 7.60
N -1.57 -3.01 8.48
H -2.44 -3.66 5.51
H -2.82 -5.11 6.46
H -3.93 -3.73 6.46
C -8.00 -4.47 -2.21
C -9.41 -4.85 -2.06
N -10.51 -5.14 -1.94
H -7.38 -5.36 -2.31
H -7.88 -3.85 -3.10
H -7.66 -3.91 -1.34
C -2.82 1.19 6.32
C -3.22 1.99 5.16
N -3.54 2.61 4.25
H -3.70 0.88 6.88
H -2.28 0.30 5.99
H -2.17 1.77 6.97
C -0.11 6.75 -2.87
C 0.70 6.22 -3.97
N 1.33 5.80 -4.82
H -0.89 6.04 -2.60
H 0.52 6.93 -2.00
H -0.57 7.69 -3.17
C 2.62 -1.64 7.43
C 1.24 -2.05 7.74
N 0.17 -2.37 7.98
H 3.24 -2.52 7.26
H 2.63 -1.03 6.53
H 3.03 -1.07 8.26
C 5.76 1.38 -3.84
C 6.71 0.80 -2.88
N 7.46 0.36 -2.13
H 5.74 2.46 -3.74
H 6.05 1.12 -4.86
H 4.76 0.99 -3.65
C 5.08 7.09 -5.87
C 5.30 5.65 -5.76
N 5.46 4.52 -5.68
H 4.37 7.30 -6.66
H 4.69 7.48 -4.93
H 6.02 7.59 -6.10
C 7.74 -2.74 -4.85
C 7.33 -1.93 -6.00
N 7.01 -1.30 -6.90
H 6.87 -3.03 -4.27
H 8.26 -3.64 -5.19
H 8.41 -2.16 -4.21



No. 2
139
Properties=species:S:1:pos:R:3 method="wB97M-V/def2-TZVPD" total_charge=+3 mol_weight_g_mol=969.82 multiplicity=1 orbital_gap_ev=1.735
O -2.51 -4.21 3.32
V -2.27 -2.88 2.46
O -3.52 -2.96 1.43
In 2.93 -1.68 2.15
O -1.12 1.12 0.49
C -0.72 -0.01 1.11
O 0.45 -0.27 1.24
O -1.62 -0.81 1.43
H -2.08 0.99 0.50
C 0.06 0.80 -4.54
O 0.19 2.02 -3.93
C 0.22 1.95 -2.49
C 0.46 3.39 -2.01
N 0.61 3.39 -0.55
C 0.55 4.78 -0.08
C 1.85 5.58 -0.32
O 1.44 6.90 -0.15
C 1.56 7.38 1.11
H 0.26 0.98 -5.59
H -0.96 0.43 -4.51
H 0.73 -0.01 -4.23
H 1.05 1.37 -2.10
H -0.67 1.50 -2.07
H -0.40 4.00 -2.26
H 1.33 3.87 -2.46
H 0.00 2.73 -0.09
H 0.35 4.85 0.99
H -0.20 5.39 -0.58
H 2.12 5.53 -1.38
H 2.76 5.29 0.20
H 2.59 7.53 1.40
H 1.08 6.75 1.86
H 1.02 8.31 1.28
C 1.90 0.86 4.63
O 2.63 0.88 3.47
C 2.41 2.06 2.71
C 3.55 2.23 1.63
N 3.51 1.03 0.76
C 4.85 1.03 0.05
C 4.91 2.10 -1.04
O 3.85 1.81 -1.88
C 3.72 2.52 -3.12
H 2.22 0.04 5.27
H 0.89 0.56 4.33
H 1.97 1.80 5.17
H 2.42 2.92 3.38
H 1.46 2.15 2.19
H 4.47 2.30 2.22
H 3.56 3.19 1.12
H 2.85 1.25 0.02
H 5.09 0.11 -0.49
H 5.72 1.23 0.67
H 5.82 2.11 -1.63
H 4.75 3.11 -0.67
H 3.81 3.60 -2.97
H 2.72 2.37 -3.53
H 4.40 2.24 -3.92
C 2.12 -1.25 -1.68
O 3.11 -1.70 -0.79
C 4.16 -2.42 -1.38
C 5.26 -2.82 -0.42
N 4.67 -3.67 0.66
C 5.73 -4.10 1.56
C 5.18 -4.80 2.83
O 4.36 -3.85 3.56
C 4.50 -4.05 4.96
H 1.36 -0.60 -1.24
H 1.68 -2.14 -2.13
H 2.53 -0.68 -2.52
H 4.54 -1.85 -2.22
H 3.76 -3.35 -1.78
H 5.78 -1.96 0.01
H 6.00 -3.43 -0.94
H 4.39 -4.49 0.15
H 6.48 -3.34 1.77
H 6.19 -4.89 0.96
H 6.14 -4.94 3.33
H 4.63 -5.71 2.61
H 5.42 -3.60 5.34
H 4.47 -5.09 5.29
H 3.73 -3.47 5.47
C -2.30 -5.42 -6.76
O -1.91 -5.06 -5.45
C -0.38 -5.05 -5.29
C 0.13 -4.78 -3.88
N -0.44 -3.55 -3.48
C -0.72 -3.50 -2.05
C -1.46 -2.20 -1.65
O -2.70 -2.00 -2.36
C -3.34 -0.71 -2.17
H -2.05 -6.44 -7.05
H -1.83 -4.78 -7.50
H -3.37 -5.23 -6.78
H -0.02 -4.31 -6.01
H -0.06 -6.03 -5.61
H 1.22 -4.82 -3.83
H -0.35 -5.60 -3.34
H -1.37 -3.53 -3.87
H 0.16 -3.65 -1.42
H -1.41 -4.31 -1.83
H -0.85 -1.30 -1.67
H -1.75 -2.31 -0.60
H -2.60 0.09 -2.07
H -3.81 -0.73 -1.19
H -4.11 -0.48 -2.91
C -5.17 -2.91 4.65
C -4.97 -1.58 3.98
C -5.63 -0.39 4.72
O -5.58 0.71 3.76
C -6.19 1.86 4.34
N -3.54 -1.46 3.81
H -4.79 -3.75 4.06
H -6.24 -3.10 4.75
H -4.75 -2.95 5.65
H -5.43 -1.62 2.99
H -5.05 -0.21 5.63
H -6.66 -0.65 4.95
H -5.55 2.32 5.10
H -7.15 1.60 4.79
H -6.41 2.69 3.67
H -3.06 -1.29 4.69
H -3.44 -0.56 3.37
C -2.92 4.26 -0.48
C -3.89 3.45 -1.36
C -4.82 2.53 -0.47
O -4.10 1.40 0.12
C -5.01 0.51 0.79
N -4.59 4.44 -2.15
H -2.13 3.62 -0.11
H -3.51 4.73 0.31
H -2.44 5.08 -1.02
H -3.37 2.82 -2.09
H -5.55 2.13 -1.17
H -5.34 3.10 0.30
H -5.65 1.05 1.49
H -4.48 -0.20 1.43
H -5.57 -0.24 0.24
H -3.86 5.03 -2.53
H -5.05 3.97 -2.92



No. 3
13
Properties=species:S:1:pos:R:3 method="wB97M-V/def2-TZVPD" total_charge=0 mol_weight_g_mol=98.10 multiplicity=1 orbital_gap_ev=11.018 relative_energy_ev=2.969
H 2.66 -1.03 -1.31
N 1.64 -1.07 -1.28
C 1.13 -0.21 -0.51
O 1.69 0.80 0.27
C 0.37 1.25 0.76
C -0.25 0.11 0.00
C -1.62 -0.22 -0.38
N -1.02 -0.79 0.82
H 0.13 0.95 1.79
H 0.16 2.31 0.50
H -1.79 -0.89 -1.22
H -2.38 0.53 -0.18
H -0.72 -1.76 0.73



No. 4
53
Properties=species:S:1:pos:R:3 method="wB97M-V/def2-TZVPD" total_charge=0 mol_weight_g_mol=455.49 multiplicity=1 orbital_gap_ev=8.412 smiles="C[C@H](NS(=O)(=O)c1ccc(OCC(=O)Nc2cccc([N+](=O)[O-])c2)cc1)c1ccccc1" relative_energy_ev=1.575
C -2.53 -1.18 2.42
C -2.23 -0.40 1.14
N -3.29 0.58 0.92
S -3.13 1.58 -0.42
O -4.15 2.58 -0.28
O -3.07 0.85 -1.65
C -1.52 2.28 -0.10
C -0.53 2.15 -1.06
C 0.76 2.57 -0.78
C 1.06 3.09 0.48
O 2.31 3.42 0.91
C 3.40 3.31 0.02
C 3.68 1.88 -0.46
O 4.30 1.67 -1.47
N 3.17 0.92 0.37
C 3.01 -0.44 0.11
C 3.67 -1.09 -0.94
C 3.44 -2.43 -1.18
C 2.54 -3.15 -0.41
C 1.89 -2.49 0.63
N 0.93 -3.21 1.42
O 0.71 -4.36 1.14
O 0.40 -2.61 2.34
C 2.13 -1.15 0.90
C 0.04 3.26 1.42
C -1.25 2.86 1.13
C -2.02 -1.32 -0.04
C -0.83 -1.26 -0.75
C -0.60 -2.10 -1.83
C -1.58 -3.00 -2.22
C -2.77 -3.05 -1.53
C -2.99 -2.22 -0.45
H -2.69 -0.48 3.24
H -1.69 -1.82 2.66
H -3.42 -1.79 2.31
H -1.32 0.18 1.29
H -4.21 0.18 0.92
H -0.78 1.70 -2.00
H 1.53 2.46 -1.53
H 3.27 3.94 -0.86
H 4.27 3.66 0.58
H 2.69 1.26 1.19
H 4.36 -0.53 -1.56
H 3.96 -2.91 -2.00
H 2.33 -4.19 -0.60
H 1.60 -0.69 1.72
H 0.29 3.69 2.38
H -2.05 2.96 1.84
H -0.07 -0.55 -0.46
H 0.33 -2.04 -2.37
H -1.40 -3.65 -3.06
H -3.54 -3.75 -1.83
H -3.94 -2.27 0.08



| no. | E_LUMO (eV) |
| --- | --- |
| 1 | 1.797 |
| 2 | -13.339 |
| 3 | 1.050 |
| 4 | -0.768 |